156
Properties=species:S:1:pos:R:3:forces:R:3 method="wB97M-V/def2-TZVPD" lumo_energy_ev=-3.129 energy_ev=-114851.100 spin_multiplicity=1 relative_energy_ev=0.000 e_homo_ha=-0.331 total_charge=+1
Cs 0.004 0.074 0.362 -0.069 -1.511 -1.912
C 2.931 -0.054 2.523 -0.017 0.014 0.126
C 2.854 -1.551 2.613 -0.061 0.018 0.000
C 3.673 -2.221 3.527 -0.024 -0.001 0.008
C 3.600 -3.593 3.622 -0.018 -0.004 -0.011
C 2.709 -4.263 2.793 0.008 0.015 0.020
C 1.933 -3.534 1.897 0.015 0.111 0.000
N 1.998 -2.196 1.815 0.071 -0.081 0.017
Sb 0.687 -4.804 0.669 0.127 0.008 0.004
C -1.304 -3.987 0.833 -0.121 0.026 -0.011
C -2.198 -4.928 1.331 -0.040 0.021 -0.009
C -3.533 -4.576 1.494 0.022 -0.006 -0.005
C -3.914 -3.297 1.160 0.009 -0.012 -0.038
C -2.959 -2.405 0.660 -0.048 0.056 -0.004
C -3.391 -1.003 0.341 0.047 0.033 -0.041
N -1.680 -2.746 0.491 0.052 -0.088 0.125
C 1.284 -4.236 -1.318 -0.043 0.038 -0.065
C 0.887 -5.130 -2.310 0.021 0.008 0.014
C 1.285 -4.904 -3.617 0.012 -0.004 0.009
C 2.092 -3.814 -3.878 0.044 -0.020 0.007
C 2.477 -2.983 -2.828 0.009 -0.004 0.056
C 3.384 -1.817 -3.071 0.015 0.043 0.020
N 2.066 -3.183 -1.568 -0.016 -0.061 -0.029
H 2.974 0.385 3.523 0.017 -0.010 -0.005
H 2.072 0.374 2.018 0.143 0.063 0.076
H 3.834 0.261 1.996 -0.006 -0.030 -0.007
H 4.356 -1.649 4.144 -0.011 -0.016 -0.003
H 4.224 -4.141 4.318 -0.002 0.012 -0.004
H 2.624 -5.342 2.835 -0.001 0.007 -0.011
H -1.859 -5.926 1.582 0.002 0.011 0.001
H -4.253 -5.291 1.874 0.004 0.002 -0.001
H -4.940 -2.969 1.269 0.016 -0.012 -0.005
H -4.327 -1.004 -0.217 -0.030 0.003 0.047
H -2.663 -0.470 -0.263 -0.057 -0.039 -0.083
H -3.551 -0.441 1.265 0.009 0.015 -0.014
H 0.278 -5.991 -2.058 0.017 -0.003 0.004
H 0.981 -5.573 -4.413 -0.002 0.002 0.000
H 2.440 -3.600 -4.880 -0.011 -0.004 0.010
H 3.764 -1.811 -4.091 -0.017 -0.007 0.026
H 4.223 -1.852 -2.377 0.016 0.015 0.023
H 2.848 -0.881 -2.905 0.016 0.007 0.023
C -1.477 2.721 8.189 -0.045 -0.004 0.018
C -0.127 2.826 7.496 0.035 -0.008 -0.052
N -0.028 1.963 6.319 -0.011 -0.025 0.051
C -0.199 2.508 5.078 -0.024 0.043 0.004
C -0.226 1.823 3.913 0.082 -0.051 0.127
C -0.210 2.620 2.611 0.168 0.064 0.126
O -0.841 3.685 2.590 0.126 -0.074 0.072
O 0.504 2.098 1.711 0.028 1.451 1.012
C -0.193 0.380 3.958 0.005 -0.043 -0.022
O -0.430 -0.374 3.017 -0.103 0.036 0.571
C 0.147 -0.190 5.282 -0.066 -0.019 -0.023
C 0.412 -1.559 5.358 0.014 -0.004 -0.016
C 0.705 -2.115 6.569 0.046 0.032 0.008
F 1.023 -3.430 6.654 0.018 -0.069 0.011
C 0.699 -1.361 7.746 -0.018 -0.025 -0.011
C 0.444 -0.008 7.674 -0.046 -0.025 0.015
C 0.191 0.605 6.435 0.019 0.074 0.029
N 0.974 -1.944 9.027 0.036 0.089 0.029
C 2.377 -1.966 9.396 0.030 -0.078 -0.061
C 2.500 -2.138 10.897 -0.063 -0.077 0.052
N 1.769 -3.395 11.303 -0.024 0.047 -0.046
C 0.328 -3.393 10.843 0.102 -0.011 0.050
C 0.318 -3.199 9.342 -0.057 0.010 -0.019
H -1.509 3.379 9.058 0.011 -0.008 -0.019
H -1.682 1.703 8.523 0.014 0.012 -0.008
H -2.275 3.017 7.508 0.017 -0.003 0.008
H 0.696 2.595 8.175 -0.014 -0.008 0.015
H 0.040 3.844 7.151 -0.005 0.009 -0.003
H -0.315 3.585 5.049 0.007 -0.011 -0.006
H 0.394 -2.149 4.448 -0.005 0.019 0.022
H 0.421 0.553 8.598 0.008 -0.013 -0.012
H 2.846 -1.025 9.116 -0.011 0.016 0.013
H 2.932 -2.772 8.885 -0.014 0.009 -0.010
H 2.019 -1.319 11.427 -0.001 0.020 -0.001
H 3.532 -2.241 11.225 0.021 0.015 -0.013
H 1.817 -3.519 12.313 -0.003 0.005 0.050
H 2.241 -4.199 10.884 0.016 -0.031 -0.020
H -0.163 -2.573 11.363 -0.010 0.017 -0.009
H -0.107 -4.344 11.144 -0.026 0.001 -0.013
H -0.715 -3.169 8.997 -0.012 0.013 0.015
H 0.791 -4.068 8.862 0.021 0.010 -0.021
C -4.243 4.636 -0.145 0.013 0.047 -0.021
C -3.521 3.679 0.798 -0.076 0.062 -0.014
C -4.478 2.650 1.388 -0.068 -0.015 -0.026
C -2.339 2.992 0.115 0.038 -0.149 -0.024
C -1.213 3.948 -0.299 -0.066 -0.009 -0.137
O -1.282 3.952 -1.756 0.049 -0.008 0.083
C -2.129 2.949 -2.074 -0.024 0.014 -0.038
N -2.734 2.331 -1.148 0.046 0.026 0.051
C -2.311 2.707 -3.526 -0.060 -0.009 0.002
C -2.967 3.681 -4.276 -0.005 -0.010 0.013
C -3.221 3.466 -5.619 -0.017 0.022 0.005
C -2.816 2.280 -6.220 0.002 -0.010 0.002
C -2.139 1.327 -5.481 0.010 -0.007 -0.007
C -1.872 1.528 -4.126 0.056 0.110 -0.019
P -0.835 0.376 -3.147 0.008 -0.065 0.107
C -1.830 -1.156 -3.191 -0.171 0.075 -0.049
C -3.224 -1.054 -3.180 0.031 -0.028 -0.016
C -4.017 -2.185 -3.054 0.018 -0.011 -0.006
C -3.433 -3.439 -2.936 -0.028 0.028 -0.005
C -2.051 -3.550 -2.938 0.010 -0.012 -0.024
C -1.254 -2.419 -3.054 0.001 -0.032 0.055
C 0.538 0.118 -4.325 -0.035 -0.028 -0.146
C 1.550 1.075 -4.253 0.015 0.025 -0.007
C 2.609 1.063 -5.149 -0.014 0.012 0.033
C 2.678 0.070 -6.117 -0.016 -0.027 -0.028
C 1.687 -0.902 -6.184 0.005 0.028 0.007
C 0.618 -0.876 -5.298 -0.007 -0.001 0.023
H -5.007 5.204 0.389 0.003 -0.017 -0.003
H -4.729 4.092 -0.957 -0.003 -0.011 0.023
H -3.551 5.356 -0.592 -0.032 -0.009 0.013
H -3.079 4.251 1.619 0.000 -0.027 -0.004
H -4.948 2.059 0.597 0.055 -0.013 0.017
H -5.273 3.134 1.960 0.019 0.005 -0.016
H -3.947 1.969 2.059 -0.020 0.015 -0.010
H -1.960 2.239 0.806 -0.014 0.033 -0.006
H -0.236 3.585 0.009 0.006 0.018 -0.025
H -1.352 4.966 0.054 0.000 0.018 0.005
H -3.281 4.599 -3.795 -0.001 -0.023 -0.009
H -3.737 4.222 -6.198 0.005 -0.012 0.007
H -3.019 2.108 -7.270 0.013 -0.004 0.010
H -1.799 0.416 -5.959 0.002 0.009 -0.005
H -3.694 -0.081 -3.255 0.013 0.003 -0.012
H -5.096 -2.082 -3.051 0.008 -0.008 0.002
H -4.052 -4.323 -2.844 0.012 0.007 0.006
H -1.583 -4.522 -2.842 -0.055 0.060 -0.007
H -0.174 -2.527 -3.031 -0.043 0.025 0.025
H 1.505 1.841 -3.486 0.001 0.001 -0.013
H 3.372 1.828 -5.072 -0.011 -0.019 -0.008
H 3.503 0.050 -6.819 -0.006 0.000 0.007
H 1.738 -1.677 -6.941 0.004 0.012 0.005
H -0.158 -1.630 -5.367 0.025 0.014 -0.015
C 5.050 1.323 -0.844 0.006 -0.037 0.007
C 3.770 0.805 -0.705 -0.008 0.020 -0.033
N 2.669 1.541 -0.825 0.026 -0.008 0.115
C 2.818 2.838 -1.082 -0.123 -0.086 -0.110
C 4.049 3.446 -1.300 0.009 0.071 -0.041
C 5.188 2.663 -1.156 0.016 0.012 -0.034
C 4.103 4.880 -1.650 0.036 -0.025 -0.032
C 4.779 5.448 -2.649 0.002 -0.053 0.014
C 5.577 4.783 -3.701 -0.050 -0.005 0.023
C 6.650 5.454 -4.279 0.026 0.019 -0.001
C 7.366 4.789 -5.257 -0.006 0.012 0.003
N 7.054 3.559 -5.658 -0.032 0.014 0.026
C 5.997 3.017 -5.063 0.015 0.016 0.022
N 5.240 3.555 -4.115 0.029 -0.002 0.021
H 5.913 0.682 -0.720 -0.006 0.024 -0.009
H 3.621 -0.247 -0.481 -0.014 -0.025 -0.027
H 1.904 3.421 -1.155 0.022 -0.026 0.011
H 6.168 3.105 -1.291 0.000 -0.009 -0.004
H 3.523 5.540 -1.012 -0.009 -0.021 0.006
H 4.757 6.530 -2.717 0.005 -0.001 -0.018
H 6.916 6.455 -3.967 0.005 -0.021 -0.011
H 8.219 5.256 -5.737 -0.005 -0.015 -0.002
H 5.722 2.018 -5.390 0.000 0.023 0.007